Entry from the Open Molecules 2025 dataset: a molecular structure, C25H16F12IN2O2Tc at a distorted geometry (the ωB97M-V functional and the def2-TZVPD basis).

Charge: +4
E in a.u.: -2797.41310
LUMO (spin up / spin down) in eV: -15.87 / -15.87

The geometry in XYZ format:
```
59
C25H16F12IN2O2Tc, DFT the ωB97M-V functional and the def2-TZVPD basis
Tc 0.93 -1.51 0.44
C -5.63 1.12 0.47
C -4.23 0.89 0.22
C -3.29 1.94 0.13
C -1.97 1.70 -0.07
C -1.44 0.37 -0.18
N -0.12 0.20 -0.44
C 0.55 1.00 -1.29
C -0.20 1.74 -2.27
C 0.34 2.77 -2.97
C 1.70 3.16 -2.78
C 2.24 4.36 -3.37
C 2.51 2.25 -2.03
C 1.99 1.19 -1.34
C 2.95 0.13 -0.80
O 2.34 -0.65 0.12
C 3.25 -0.88 -1.99
F 2.07 -1.55 -2.13
F 4.17 -1.74 -1.65
F 3.53 -0.27 -3.11
C 4.31 0.69 -0.19
F 5.15 1.04 -1.12
F 4.81 -0.26 0.57
F 4.02 1.74 0.57
C -2.38 -0.71 0.00
C -3.72 -0.44 0.13
C -1.89 -2.17 -0.02
O -0.61 -2.21 0.41
C -1.86 -2.69 -1.52
F -1.56 -3.95 -1.59
F -2.96 -2.40 -2.16
F -0.84 -1.97 -2.08
C -2.73 -3.13 0.93
F -2.98 -2.45 2.05
F -3.85 -3.52 0.40
F -1.95 -4.15 1.24
H -5.88 2.15 0.72
H -6.04 0.42 1.21
H -6.25 0.84 -0.41
H -3.63 2.96 0.26
H -1.26 2.51 -0.09
H -1.22 1.44 -2.47
H -0.27 3.30 -3.69
H 1.49 5.16 -3.43
H 2.47 4.22 -4.44
H 3.18 4.70 -2.92
H 3.57 2.43 -2.05
H -4.45 -1.24 0.15
I 0.90 1.48 2.72
C 1.17 -0.47 3.42
C 1.40 -0.69 4.78
C 1.63 -1.98 5.22
C 1.63 -3.03 4.31
C 1.38 -2.74 2.98
N 1.16 -1.49 2.55
H 1.40 0.15 5.47
H 1.82 -2.17 6.28
H 1.81 -4.06 4.62
H 1.36 -3.55 2.24
```

Which charges does Löwdin predict for the atoms? In e, they are:
1. Tc 1.89
2. C 0.03
3. C -0.14
4. C 0.06
5. C 0.03
6. C -0.20
7. N 0.07
8. C -0.15
9. C 0.07
10. C 0.07
11. C -0.11
12. C 0.04
13. C 0.11
14. C -0.02
15. C -0.22
16. O -0.23
17. C -0.55
18. F 0.13
19. F 0.27
20. F 0.27
21. C -0.58
22. F 0.25
23. F 0.23
24. F 0.19
25. C -0.02
26. C 0.10
27. C -0.21
28. O -0.20
29. C -0.56
30. F 0.27
31. F 0.26
32. F 0.14
33. C -0.58
34. F 0.20
35. F 0.26
36. F 0.22
37. H 0.12
38. H 0.14
39. H 0.15
40. H 0.15
41. H 0.14
42. H 0.15
43. H 0.16
44. H 0.14
45. H 0.17
46. H 0.13
47. H 0.15
48. H 0.16
49. I 1.13
50. C -0.71
51. C -0.05
52. C 0.06
53. C 0.04
54. C -0.08
55. N -0.13
56. H 0.13
57. H 0.16
58. H 0.15
59. H 0.14